{
  "formula": "C47H52Br2I2InN5O",
  "method": "ωB97M-V/def2-TZVPD",
  "gap_ha": 0.2113,
  "charge": 0,
  "relative_energy_ev": 0.000,
  "e_tot_ha": -8104.9228,
  "symbols": ["In", "C", "C", "C", "C", "C", "C", "C", "C", "C", "C", "C", "C", "C", "C", "C", "C", "N", "C", "C", "C", "N", "C", "C", "C", "N", "C", "C", "C", "C", "C", "C", "C", "C", "C", "C", "C", "C", "N", "C", "C", "H", "H", "H", "H", "H", "H", "H", "H", "H", "H", "H", "H", "H", "H", "H", "H", "H", "H", "H", "H", "H", "H", "H", "H", "H", "H", "H", "H", "H", "H", "H", "H", "H", "H", "H", "H", "H", "H", "H", "H", "H", "H", "H", "H", "I", "C", "I", "H", "H", "C", "C", "C", "C", "C", "C", "Br", "C", "C", "Br", "C", "O", "C", "N", "H", "H", "H", "H", "H", "H"],
  "positions_angstrom": [[-0.22293, 0.18117, 0.24945], [3.85609, -0.82108, -4.68609], [3.55466, 0.56256, -4.10399], [3.07867, 0.49201, -2.68717], [3.82082, 0.60235, -1.54911], [5.29026, 0.87065, -1.43403], [5.61835, 2.34251, -1.17040], [2.91038, 0.41651, -0.44121], [3.25844, 0.52838, 0.90164], [2.43899, 0.31840, 1.99771], [2.87242, 0.34943, 3.37776], [4.24994, 0.71432, 3.83127], [5.24080, -0.44834, 3.72329], [1.81437, -0.05894, 4.13166], [0.73296, -0.34957, 3.21361], [-0.46946, -0.94270, 3.56833], [-1.44593, -1.42169, 2.70078], [-1.40522, -1.30048, 1.35246], [-2.53467, -1.88020, 0.85614], [-2.90077, -1.91971, -0.48021], [-2.18939, -1.44194, -1.57881], [-0.95628, -0.87420, -1.52092], [-0.57337, -0.59665, -2.79527], [0.67480, -0.08967, -3.13885], [1.72659, 0.18796, -2.27455], [1.66147, 0.15432, -0.91050], [-1.61988, -0.98659, -3.71399], [-2.62794, -1.50565, -2.95653], [-3.93144, -2.07480, -3.41974], [-3.89220, -3.60005, -3.54319], [-1.57730, -0.79694, -5.19728], [-1.89427, 0.64407, -5.60447], [-3.31336, -2.43327, 1.94975], [-2.64231, -2.13884, 3.09507], [-2.99764, -2.51356, 4.49904], [-2.23286, -3.74868, 4.98298], [-4.61320, -3.16204, 1.81211], [-5.80882, -2.21142, 1.71584], [1.12752, -0.06168, 1.93815], [1.76055, -0.26882, 5.61273], [2.05248, -1.71705, 6.01604], [4.19561, -0.74882, -5.72011], [2.96763, -1.45356, -4.65966], [4.63212, -1.32113, -4.10457], [2.80452, 1.06540, -4.72001], [4.45116, 1.18463, -4.15321], [5.78405, 0.55126, -2.35420], [5.71213, 0.25324, -0.63681], [5.22750, 2.97383, -1.97080], [6.69626, 2.49880, -1.11190], [5.17546, 2.68444, -0.23323], [4.28953, 0.78326, 1.11230], [4.20593, 1.06285, 4.86526], [4.61038, 1.56245, 3.24308], [4.92591, -1.28487, 4.34814], [6.23806, -0.14240, 4.04222], [5.30654, -0.81402, 2.69756], [-0.63627, -1.10639, 4.62578], [-3.85998, -2.37319, -0.69751], [0.87139, 0.03912, -4.19633], [-4.19210, -1.63513, -4.38491], [-4.72332, -1.77514, -2.72833], [-3.13840, -3.90777, -4.26964], [-4.85766, -3.99394, -3.86368], [-3.63443, -4.06203, -2.58876], [-2.28732, -1.47789, -5.67110], [-0.59033, -1.07922, -5.57458], [-2.89460, 0.92770, -5.27463], [-1.84115, 0.77073, -6.68677], [-1.19431, 1.34357, -5.14221], [-4.07182, -2.69776, 4.56312], [-2.79702, -1.67117, 5.16642], [-2.45586, -4.60962, 4.35114], [-2.49750, -3.99985, 6.01102], [-1.15552, -3.58029, 4.93783], [-4.74366, -3.82747, 2.66830], [-4.58190, -3.80725, 0.93064], [-5.87776, -1.58958, 2.60969], [-6.74286, -2.76464, 1.60812], [-5.70228, -1.54230, 0.86180], [0.77535, 0.01769, 5.99242], [2.47790, 0.39803, 6.09662], [1.34199, -2.40079, 5.54906], [1.99056, -1.84381, 7.09761], [3.05166, -2.01216, 5.69418], [-1.35978, 2.61106, 2.67326], [-0.11921, 3.07516, 4.32611], [1.72669, 3.99135, 3.80194], [0.12686, 2.14584, 4.82589], [-0.63693, 3.75450, 4.99098], [1.99640, 3.45596, -0.45561], [0.75975, 3.32380, -1.28577], [0.62990, 4.07886, -2.47537], [-0.52264, 4.02344, -3.19903], [-1.60776, 3.25511, -2.72172], [-2.89096, 3.18978, -3.31617], [-3.24096, 4.11090, -4.93755], [-3.89431, 2.48207, -2.72455], [-3.66794, 1.79161, -1.52182], [-5.11894, 0.88730, -0.71865], [-2.43397, 1.77135, -0.89560], [-2.17441, 1.14797, 0.21439], [-1.39135, 2.53127, -1.53401], [-0.20498, 2.53587, -0.87129], [2.87416, 3.12159, -1.00863], [1.90890, 2.88041, 0.46309], [2.14593, 4.50607, -0.19425], [1.45760, 4.69839, -2.79596], [-0.63098, 4.58609, -4.11668], [-4.87807, 2.44939, -3.17192]],
  "forces_ev_per_a": [[0.0, 0.0, -0.1], [0.0, 0.0, 0.0], [0.0, 0.0, 0.0], [0.0, 0.0, 0.0], [0.0, 0.0, 0.0], [0.0, 0.0, 0.0], [0.0, 0.0, 0.0], [0.0, 0.0, 0.0], [0.0, 0.0, 0.0], [0.0, 0.0, 0.0], [0.0, 0.0, 0.0], [0.0, 0.0, 0.0], [0.0, 0.0, 0.0], [0.0, 0.0, 0.0], [0.0, 0.0, 0.0], [0.0, 0.0, 0.0], [0.0, 0.0, 0.0], [0.0, 0.0, 0.0], [0.0, 0.0, 0.0], [0.0, 0.0, 0.0], [0.0, 0.0, 0.0], [0.0, 0.0, 0.1], [0.0, 0.0, 0.0], [0.0, 0.0, 0.0], [0.0, 0.0, 0.0], [0.0, 0.0, 0.0], [0.0, 0.0, 0.0], [0.0, 0.0, 0.0], [0.0, 0.0, 0.0], [0.0, 0.0, 0.0], [0.0, 0.0, 0.0], [0.0, 0.0, 0.0], [0.0, 0.0, 0.0], [0.0, 0.0, 0.0], [0.0, 0.0, 0.0], [0.0, 0.0, 0.0], [0.0, 0.0, 0.0], [0.0, 0.0, 0.0], [0.0, 0.0, 0.0], [0.0, 0.0, 0.0], [0.0, 0.0, 0.0], [0.0, 0.0, 0.0], [0.0, 0.0, 0.0], [0.0, 0.0, 0.0], [0.0, 0.0, 0.0], [0.0, 0.0, 0.0], [0.0, 0.0, 0.0], [0.0, 0.0, 0.0], [0.0, 0.0, 0.0], [0.0, 0.0, 0.0], [0.0, 0.0, 0.0], [0.0, 0.0, 0.0], [0.0, 0.0, 0.0], [0.0, 0.0, 0.0], [0.0, 0.0, 0.0], [0.0, 0.0, 0.0], [0.0, 0.0, 0.0], [0.0, 0.0, 0.0], [0.0, 0.0, 0.0], [0.0, 0.0, 0.0], [0.0, 0.0, 0.0], [0.0, 0.0, 0.0], [0.0, 0.0, 0.0], [0.0, 0.0, 0.0], [0.0, 0.0, 0.0], [0.0, 0.0, 0.0], [0.0, 0.0, 0.0], [0.0, 0.0, 0.0], [0.0, 0.0, 0.0], [0.0, 0.0, 0.0], [0.0, 0.0, 0.0], [0.0, 0.0, 0.0], [0.0, 0.0, 0.0], [0.0, 0.0, 0.0], [0.0, 0.0, 0.0], [0.0, 0.0, 0.0], [0.0, 0.0, 0.0], [0.0, 0.0, 0.0], [0.0, 0.0, 0.0], [0.0, 0.0, 0.0], [0.0, 0.0, 0.0], [0.0, 0.0, 0.0], [0.0, 0.0, 0.0], [0.0, 0.0, 0.0], [0.0, 0.0, 0.0], [0.0, 0.0, 0.0], [0.0, 0.0, 0.0], [0.0, 0.0, 0.0], [0.0, 0.0, 0.0], [0.0, 0.0, 0.0], [0.0, 0.0, 0.0], [0.0, 0.0, 0.0], [0.0, 0.0, 0.0], [0.0, 0.0, 0.0], [0.0, 0.0, 0.0], [0.0, 0.0, 0.0], [0.0, 0.0, 0.0], [0.0, 0.0, 0.0], [0.0, 0.0, 0.0], [0.0, 0.0, 0.0], [0.0, 0.0, 0.0], [0.0, 0.0, 0.0], [0.0, 0.0, 0.0], [0.0, 0.0, 0.0], [0.0, 0.0, 0.0], [0.0, 0.0, 0.0], [0.0, 0.0, 0.0], [0.0, 0.0, 0.0], [0.0, 0.0, 0.0], [0.0, 0.0, 0.0]],
  "lowdin_charge": [0.8399, -0.0823, -0.1926, -0.1281, -0.1358, -0.1860, -0.0898, -0.2408, 0.0479, -0.2272, -0.1545, -0.1995, -0.0770, -0.1460, -0.2601, 0.0329, -0.2207, 0.0649, -0.2044, 0.0507, -0.2175, 0.0691, -0.2139, 0.0695, -0.2208, 0.0660, -0.1143, -0.1201, -0.1911, -0.0827, -0.1823, -0.0884, -0.1126, -0.1186, -0.1899, -0.0821, -0.1881, -0.0820, 0.0519, -0.1912, -0.0730, 0.0715, 0.0716, 0.0759, 0.1087, 0.1066, 0.1064, 0.1110, 0.0747, 0.0719, 0.0660, 0.1084, 0.1041, 0.1041, 0.0646, 0.0729, 0.0703, 0.1097, 0.1080, 0.1115, 0.1092, 0.0962, 0.0758, 0.0713, 0.0701, 0.1068, 0.1094, 0.0615, 0.0753, 0.0640, 0.1060, 0.1107, 0.0774, 0.0713, 0.0622, 0.1061, 0.1096, 0.0796, 0.0729, 0.0227, 0.1043, 0.1086, 0.0660, 0.0741, 0.0658, 0.9711, -1.1464, 0.7292, -0.0648, -0.0446, -0.0113, -0.2934, -0.0006, -0.0165, -0.1927, -0.6398, 0.7687, -0.1722, -0.5792, 0.8311, -0.4284, -0.2858, -0.1442, 0.1344, 0.0683, 0.0509, 0.0946, 0.1180, 0.0830, 0.0964]
}